[1]
Formula: C17H58N8O12
Source: the Open Molecules 2025 dataset
Level of theory: the ωB97M-V functional and the def2-TZVPD basis

**E_HOMO**: -8.77 eV
**SMILES string**: NC(N)=O.NC(N)=O.NC(N)=O.NC(N)=O.CCO.CCO.CCO.CCO.CCO.CO.CO.CO
**Electronic energy**: -2023.28442 hartree
**Maximum force**: 0.1913 Eh/bohr
**Kohn-Sham gap**: 8.986 eV
**Energy above the lowest of the compared OMol25 structures with the same formula, charge and spin**: 470.8 kJ/mol

The geometry in ORCA input format:
```
! wB97M-V def2-TZVPD RIJCOSX def2/J DEFGRID3
* xyz 0 1
N 0.51059 1.06194 3.76851
C 0.25906 0.43959 4.93490
N 0.89356 -0.65717 4.93494
O -0.47677 0.80639 6.02532
H 0.17275 2.01741 3.70874
H 1.26743 0.92533 3.03732
H 1.06770 -1.10217 5.80337
H 1.26047 -0.98930 4.07355
N 0.44571 4.72643 2.11695
C -0.53920 3.82488 2.34609
N -0.72045 3.58173 3.63645
O -1.31115 3.09467 1.37328
H 0.83813 4.75146 1.14348
H 0.69630 5.40710 2.85984
H -1.54508 3.13535 3.91315
H -0.11630 3.94479 4.33250
N 2.61532 0.32015 2.14184
C 2.75142 -0.94956 2.48099
N 1.56870 -1.54825 2.37357
O 3.81247 -1.51078 3.15773
H 3.31417 1.08824 2.45757
H 2.01763 0.62878 1.35040
H 1.65825 -2.55628 2.41857
H 0.72764 -1.12808 2.03566
N -1.83306 -0.00371 -3.33698
C -1.17078 0.58248 -4.26470
N -0.42201 -0.23144 -4.91141
O -1.34464 1.96435 -4.51137
H -2.41927 0.56815 -2.64607
H -1.59321 -0.92173 -3.02238
H 0.13402 0.08662 -5.71174
H 0.02134 -0.98504 -4.43494
C -3.93315 -1.99238 -1.80342
C -4.47621 -2.22969 -0.36214
O -4.02234 -3.43204 0.17190
H -4.39704 -1.11456 -2.34031
H -4.22965 -2.85005 -2.40868
H -2.94155 -1.93721 -1.74929
H -5.50343 -2.13883 -0.21742
H -4.00489 -1.50127 0.31590
H -4.79818 -3.88141 0.39592
C 4.16262 -1.89149 -0.50173
C 2.64541 -1.95056 -0.71999
O 2.26276 -2.51532 -1.93587
H 4.39392 -1.25080 0.33273
H 4.65278 -1.44932 -1.34265
H 4.57894 -2.90496 -0.29090
H 2.25473 -0.95704 -0.58006
H 2.26611 -2.51268 0.07238
H 2.26413 -3.47995 -1.84630
C -2.95532 0.88942 3.65116
C -2.51798 -0.41277 3.01029
O -1.29687 -0.29321 2.31218
H -3.85078 0.75382 4.33950
H -3.30663 1.49507 2.79136
H -2.22057 1.45022 4.23893
H -3.19882 -0.65863 2.25155
H -2.50998 -1.24769 3.72397
H -0.68057 0.11518 2.91549
C 0.17075 4.08384 -1.51987
C 1.56814 3.82792 -1.04368
O 2.09813 4.93612 -0.34543
H -0.40725 4.26257 -0.66406
H -0.26142 3.12345 -1.94590
H -0.02377 4.86054 -2.22547
H 2.19803 3.53885 -1.93131
H 1.60849 2.93331 -0.40587
H 2.37068 5.61856 -0.97121
C 1.74304 0.94344 -2.81153
C 2.77433 0.50018 -3.82917
O 3.64952 -0.47833 -3.36605
H 1.08280 0.12840 -2.77658
H 1.13703 1.80505 -3.05932
H 2.30591 1.05839 -1.86434
H 3.40893 1.33810 -4.07535
H 2.30680 0.16490 -4.69663
H 3.17015 -1.28491 -3.17536
C -0.59164 -3.48089 -3.15270
O -0.19577 -2.17895 -2.77106
H -1.67628 -3.59779 -3.19047
H -0.23216 -4.19207 -2.45165
H -0.15565 -3.85797 -4.12637
H 0.66846 -2.22211 -2.33425
C -0.44434 0.38377 -0.59852
O 0.43836 0.99814 0.28087
H -0.71012 1.00941 -1.42476
H -1.39946 0.08228 -0.21353
H -0.00774 -0.52352 -0.86066
H -0.08467 1.75136 0.54775
C -1.07785 -2.75069 0.64149
O -1.34544 -3.99950 -0.00657
H -1.16182 -2.85568 1.74388
H -1.77371 -1.95393 0.30668
H -0.04374 -2.46143 0.53726
H -2.28490 -3.98498 -0.22989
*
```

Mulliken population analysis, charges in e, atoms 1 to 4:
1 N -0.10
2 C 0.64
3 N -0.12
4 O -0.77

[2]
Formula: C17H58N8O12
Source: the Open Molecules 2025 dataset
Level of theory: the ωB97M-V functional and the def2-TZVPD basis

**E_HOMO**: -8.83 eV
**SMILES string**: NC(N)=O.NC(N)=O.NC(N)=O.NC(N)=O.CCO.CCO.CCO.CCO.CCO.CO.CO.CO
**Electronic energy**: -2023.26278 hartree
**Maximum force**: 0.1884 Eh/bohr
**Kohn-Sham gap**: 8.643 eV
**Energy above the lowest of the compared OMol25 structures with the same formula, charge and spin**: 527.6 kJ/mol

The geometry in ORCA input format:
```
! wB97M-V def2-TZVPD RIJCOSX def2/J DEFGRID3
* xyz 0 1
N 24.16400 -7.37000 9.63600
C 24.34300 -6.18200 9.04600
N 23.64100 -5.98700 8.02500
O 25.27500 -5.35500 9.49700
H 24.63300 -7.43700 10.52400
H 23.29700 -7.90000 9.50000
H 23.78000 -5.14500 7.49200
H 22.77600 -6.44000 7.58900
N 25.85400 -8.86900 8.10900
C 26.07500 -8.59100 6.92700
N 25.33600 -7.60000 6.54000
O 26.90400 -9.40300 6.17900
H 26.56600 -9.39400 8.57200
H 25.10600 -8.36000 8.67600
H 25.74100 -7.26100 5.60800
H 24.81000 -6.91100 7.07900
N 25.32900 -7.85800 12.03900
C 24.46800 -7.23800 12.71200
N 24.63800 -5.93800 12.88200
O 23.30500 -7.91300 13.18800
H 25.17600 -8.88400 12.04000
H 26.21800 -7.47700 11.53400
H 23.82100 -5.46400 13.25000
H 25.49600 -5.31700 12.62800
N 26.43000 -3.08700 10.45400
C 26.92600 -3.14700 11.67700
N 27.79300 -2.20200 11.98600
O 26.58100 -4.22600 12.51100
H 25.94300 -3.88000 10.09300
H 26.56300 -2.25500 9.83500
H 28.12900 -2.27000 12.96600
H 27.52600 -1.23000 11.58300
C 28.08300 -8.42200 15.42700
C 26.60800 -8.40900 14.94300
O 25.97900 -9.39500 15.75300
H 28.60900 -7.67000 14.87900
H 28.62200 -9.41900 15.29700
H 28.19400 -8.15600 16.51300
H 26.66400 -8.76900 13.93800
H 26.07400 -7.45500 14.96900
H 25.04200 -9.44700 15.62800
C 27.90700 -4.85000 6.93900
C 26.76400 -3.91100 6.54400
O 27.37800 -2.73100 6.03700
H 28.37000 -4.53500 7.91300
H 28.61600 -5.05200 6.12100
H 27.54700 -5.82900 7.32900
H 26.09100 -3.66800 7.36500
H 26.15400 -4.42500 5.78000
H 27.53600 -2.96700 5.11000
C 28.87500 -6.43200 11.84900
C 28.32800 -6.25600 10.48700
O 27.43000 -7.21800 10.15900
H 29.61500 -5.67600 11.98100
H 29.33400 -7.37700 12.10400
H 27.98700 -6.31300 12.50000
H 29.12500 -6.34900 9.75700
H 27.89800 -5.25400 10.36700
H 27.27100 -7.13900 9.21200
C 31.82600 -2.63400 9.56900
C 30.61700 -2.96200 10.43600
O 29.61400 -2.02400 10.13100
H 31.56700 -2.65300 8.51600
H 32.60000 -3.30400 9.60600
H 32.19900 -1.63800 9.71000
H 30.69700 -2.88900 11.55700
H 30.18500 -3.96200 10.25600
H 28.93800 -2.23400 10.81600
C 28.67100 -9.71900 11.18600
C 28.47900 -10.92000 10.21900
O 27.91300 -10.32400 9.14000
H 27.69000 -9.36600 11.51600
H 29.17300 -8.98800 10.66600
H 29.36400 -10.01900 12.03700
H 27.68700 -11.60800 10.60800
H 29.42400 -11.48300 10.02200
H 27.56100 -10.99900 8.50500
C 29.95900 -8.40600 7.73900
O 29.23500 -7.75300 6.70000
H 30.85600 -7.98100 7.91200
H 30.15000 -9.49200 7.61700
H 29.28800 -8.27700 8.59000
H 28.47200 -8.32200 6.36200
C 30.41800 -2.67500 14.13800
O 29.18100 -1.95600 14.41400
H 31.05200 -2.08900 13.41700
H 30.18600 -3.58400 13.52900
H 31.03000 -2.86400 15.01200
H 28.67200 -2.32100 15.15900
C 27.99900 -5.08000 15.66100
O 27.86800 -3.93100 16.50000
H 28.78300 -5.77100 15.99100
H 28.07400 -4.81300 14.55300
H 26.97800 -5.57800 15.66700
H 27.29700 -4.25700 17.22600
*
```

Mulliken population analysis, charges in e, atoms 1 to 4:
1 N -0.23
2 C -0.33
3 N -0.45
4 O -0.42